Entry 1:
C13H16CuIN3S | wB97M-V/def2-TZVPD

The geometry in XYZ format:
```
35
Properties=species:S:1:pos:R:3:forces:R:3:mulliken_charge:R:1
I -2.724649 -0.036380 1.336037 -0.473 0.408 0.444 -0.38
Cu -0.907872 -0.877864 -0.111709 0.576 -0.298 0.267 -0.24
S -1.300698 1.056881 -4.334903 0.394 -0.149 1.003 -0.14
N 1.052802 2.780125 -0.517542 -0.132 0.256 -0.479 -0.05
N 0.501109 0.790103 0.294004 -0.676 0.346 -1.548 0.25
N -1.058095 0.092428 -1.963342 -0.184 -0.173 -1.695 0.09
C 2.860019 3.205295 2.713809 -0.302 0.099 -0.777 -0.40
C 1.224711 1.444414 1.267305 0.382 0.892 -0.380 0.38
C 0.394899 1.611325 -0.769240 1.030 -0.525 2.790 0.18
C -1.595890 -0.179003 -3.146578 0.912 1.238 1.109 -0.13
C 1.596346 2.707482 0.756712 -0.086 -0.390 -0.145 0.65
C 0.517439 -2.094151 -0.707112 0.270 0.285 -0.204 -1.18
C 1.653079 1.075380 2.553643 -0.092 0.011 -0.107 -0.76
C 2.405126 3.595053 1.438954 0.452 0.195 0.873 -0.92
C -2.932257 -3.306253 0.038050 -0.078 -0.552 0.104 -0.69
C -1.607186 -3.948243 0.458253 -0.195 -0.353 0.106 -0.81
C 2.478708 1.961848 3.258926 -0.349 -0.411 -0.195 -0.52
C -0.310229 1.263949 -1.977805 -1.062 -0.372 -1.510 0.01
C -0.347599 1.932201 -3.184643 -0.126 -0.605 0.811 -0.36
H 2.658536 4.550387 0.979606 0.099 -0.174 0.297 0.35
H 1.107529 3.568715 -1.152888 0.023 -0.276 0.357 0.23
H -3.480315 -2.928483 0.905623 0.140 0.067 -0.247 0.23
H -3.569438 -4.048021 -0.454338 0.057 0.004 0.006 0.35
H -0.909326 -3.236811 0.907963 -0.228 -0.097 -0.022 0.20
H 1.089294 -2.457679 0.163087 -0.258 0.065 -0.384 0.33
H -2.160930 -1.078420 -3.377617 0.064 0.282 0.186 0.42
H 0.092717 -2.910853 -1.302684 0.239 0.198 0.155 0.27
H -1.104616 -4.414385 -0.394317 -0.023 0.098 0.112 0.24
H 3.522269 3.863524 3.283355 -0.308 -0.221 -0.239 0.37
H 1.140509 -1.433061 -1.324162 0.046 -0.332 0.082 0.41
H -2.799502 -2.481564 -0.668249 0.005 -0.025 0.107 0.12
H 1.302473 0.115554 2.943659 0.337 0.370 0.074 0.40
H 0.144026 2.877203 -3.362365 -0.143 -0.108 -0.404 0.36
H -1.771696 -4.744426 1.193085 -0.097 0.125 -0.063 0.37
H 2.838708 1.683728 4.257421 -0.211 0.126 -0.487 0.36
```
Forces are in eV/Å.

Summary:
**HOMO level (alpha / beta)**: -0.280 / -0.282 Ha
**Relative energy (zero: lowest compared OMol25 entry of this formula, charge and spin)**: 0.127 eV
**Net charge**: 0
**E_LUMO (alpha / beta)**: -0.526 / -0.532 eV
**Spin multiplicity**: 2
**⟨S²⟩**: 0.75

=====

Entry 2:
C13H16F15FeN2O13S5 | wB97M-V/def2-TZVPD

The geometry in XYZ format:
```
65
Properties=species:S:1:pos:R:3:forces:R:3:mulliken_charge:R:1
Fe 0.186746 -0.309199 -0.349265 0.091 -0.424 1.725 2.63
S -0.739704 -3.195699 0.398685 3.831 -0.116 1.908 0.48
S 2.949056 -2.283989 0.312345 -2.227 -4.233 2.344 1.27
S -1.370444 -2.584839 -2.171765 -1.344 -1.851 -3.532 0.56
S -0.906514 1.450191 -2.638695 -1.110 -1.462 0.605 0.38
S 1.583016 0.651251 -3.190325 3.757 -2.800 -2.028 0.66
F -3.333844 -1.207749 -3.348385 -0.400 -0.589 0.257 -0.24
F -3.749284 -1.437899 -1.259015 -0.188 -0.160 0.534 -0.20
F 5.512906 -2.864609 -0.237305 0.076 -0.457 -0.603 -0.19
F 0.553136 3.714121 -3.166505 -1.479 -0.093 0.627 -0.19
F 5.010966 -0.776009 -0.312635 0.379 -0.227 -0.240 -0.25
F 3.132776 2.783511 -2.415285 -0.063 -0.818 -0.075 -0.26
F 4.337706 -2.027909 -1.948675 0.838 -0.547 0.037 -0.19
F -1.552214 3.865481 -3.801495 0.997 -0.723 1.468 -0.21
F -2.282494 -4.881629 1.796555 -0.437 1.555 -0.803 -0.20
F 4.305896 1.066171 -3.086355 -1.294 0.188 0.821 -0.25
F -4.074584 -3.137819 -2.581955 0.614 0.766 0.166 -0.26
F -3.020034 -2.788019 1.765325 -0.038 -0.211 0.307 -0.15
F -1.042284 3.949771 -1.637975 0.381 -0.347 -1.242 -0.20
F 3.260396 1.033961 -1.095165 0.111 0.538 -2.005 -0.19
F -3.294274 -4.027279 0.021555 0.120 -0.180 0.654 -0.21
O 1.418626 1.400081 -4.454455 -0.401 -0.914 2.801 -0.60
O -1.406384 0.897501 -3.894905 1.679 1.413 1.869 -0.50
O 1.819336 -1.405679 -0.126515 2.210 0.234 -0.703 -1.21
O -1.782104 1.246781 -1.488905 0.674 0.599 -0.474 -0.49
O 2.534296 -3.702439 0.152555 1.812 2.601 -0.946 -0.69
O 3.319366 -2.032869 1.695955 0.596 1.050 -0.804 -0.76
O 1.853376 -0.793829 -3.258545 -0.101 2.778 -0.076 -0.56
O 0.043686 -4.384849 0.053175 -2.763 2.096 -0.067 -0.42
O 0.989826 1.095471 0.936305 -0.514 0.027 -0.123 0.85
O -1.444224 -4.044439 -2.158775 -0.154 1.684 1.083 -0.59
O -0.170864 -2.475089 1.552505 -1.566 -0.503 -1.411 -0.54
O -1.469154 -0.016149 1.390135 0.446 -0.309 -0.762 0.73
O -0.767324 -2.091849 -3.395425 -0.528 0.786 1.874 -0.58
N -0.911574 -1.863809 -0.805105 -1.147 -4.288 0.642 -0.28
N 0.622376 0.871591 -1.924645 -2.972 3.054 -3.744 -0.53
C -3.281164 -2.076709 -2.320385 1.305 0.107 -1.066 0.63
C 4.602526 -2.018909 -0.648765 -2.642 1.711 0.930 0.66
C -3.401884 0.661581 2.444085 -1.220 1.707 -0.473 -0.80
C -2.249484 0.831301 3.390185 -0.576 -1.430 0.988 -0.43
C 2.353126 2.404041 2.236965 0.961 0.817 1.196 -0.95
C -2.693744 0.647521 1.117465 -1.279 -0.582 0.307 -0.35
C 0.942226 2.930521 2.282885 0.170 1.630 -0.048 -0.41
C -1.347164 -0.251229 2.795445 0.586 1.800 0.768 -0.38
C -2.484214 -3.758629 1.047275 0.988 -0.645 -1.073 0.60
C 0.498506 2.439061 0.942875 -0.324 -0.342 -0.235 -0.46
C 3.180306 1.432851 -2.424325 0.050 -0.257 0.704 0.58
C 2.159716 1.032731 1.749685 1.166 -1.516 -0.557 -0.21
C -0.716694 3.394321 -2.828935 0.237 -0.095 -0.612 0.61
H 0.972236 4.019641 2.314845 -0.314 0.096 0.110 0.43
H 2.955016 2.978141 1.532515 -0.274 0.151 -0.339 0.36
H 1.025296 2.948361 0.135905 -0.288 0.408 -0.119 0.13
H -1.661404 -1.246469 3.109875 0.294 0.044 -0.285 0.40
H -3.315784 0.075461 0.429045 0.519 0.200 -0.487 -0.23
H -1.782094 1.815611 3.417935 -0.134 0.042 -0.428 0.09
H -0.336164 0.023421 3.096385 0.287 -0.863 -0.216 -0.10
H -4.045474 -0.207589 2.579825 0.502 -0.310 0.359 0.29
H 0.296016 2.566841 3.081785 0.262 -0.211 0.078 0.08
H 2.966516 2.452831 3.136665 -0.415 -0.152 0.369 0.39
H 3.006826 0.742331 1.128265 -0.166 -0.386 0.118 -0.18
H -2.548544 0.591521 4.410565 0.164 -0.034 0.149 0.43
H -4.093654 1.503391 2.414005 -0.119 0.181 0.276 0.44
H -0.579844 2.416381 0.785535 0.134 0.011 -0.141 -0.07
H 2.030196 0.280901 2.528195 -0.111 -0.021 -0.039 0.43
H -2.567374 1.678561 0.787195 0.350 -0.178 -0.317 0.39
```
Forces are in eV/Å.

Summary:
**HOMO level (alpha / beta)**: -0.249 / -0.238 Ha
**Net charge**: -1
**E_LUMO (alpha / beta)**: 2.105 / 2.100 eV
**Spin multiplicity**: 5
**⟨S²⟩**: 6.01

=====

Entry 3:
C13H16N2O4S2 | wB97M-V/def2-TZVPD

The geometry in XYZ format:
```
37
Properties=species:S:1:pos:R:3:forces:R:3:mulliken_charge:R:1
S 4.451278 -1.089154 -0.399200 -0.473 -0.275 0.158 -0.19
S 0.015887 2.488377 0.610802 0.064 -0.582 -0.164 1.27
O 0.202628 3.604944 -0.270954 -0.030 -0.262 -0.122 -0.69
O -0.285492 2.709120 1.991891 -0.009 -0.299 0.028 -0.71
O -3.951938 -1.650749 0.928165 0.315 0.334 0.033 -0.29
O -4.345626 -1.635130 -1.289598 0.056 0.052 0.088 -0.64
N -2.472015 0.421927 -1.601409 -0.150 -0.196 -0.100 0.07
N 1.342946 1.490006 0.556008 -0.541 0.627 0.328 -0.23
C 2.956326 -2.722210 0.873000 0.212 -0.014 0.028 -0.84
C -4.911010 -2.688874 1.076918 -0.299 -0.294 -0.144 -0.67
C 2.730311 -0.916496 -0.550444 0.350 -0.119 0.008 0.35
C -2.773324 -0.135724 -0.389016 0.249 0.153 0.503 -0.02
C -1.219752 1.440090 -0.101184 0.298 0.556 0.027 0.52
C 4.261613 -2.434002 0.654591 0.193 0.260 -0.164 -0.42
C 2.166987 0.194634 -1.368602 0.174 0.277 0.192 -0.54
C 2.204684 1.527934 -0.600316 -0.031 -0.164 -0.738 -0.82
C 0.578234 -1.962639 0.274213 0.039 0.084 -0.030 -0.84
C -1.537110 1.374564 -1.441132 0.241 0.336 -0.009 -0.86
C -3.765539 -1.205070 -0.317424 -0.150 -0.132 -0.129 0.28
C 2.067121 -1.852539 0.188374 0.037 0.185 -0.169 0.38
C -1.997495 0.487020 0.570243 -0.391 -0.276 -0.126 -0.55
H -1.152814 1.961646 -2.250387 0.019 0.096 -0.213 0.52
H -2.924361 0.139072 -2.458407 0.065 0.050 0.064 0.21
H -4.938629 -2.925301 2.137075 0.017 0.026 -0.053 0.23
H -5.891111 -2.352665 0.732671 0.076 -0.043 0.051 0.30
H -1.998187 0.298021 1.623345 -0.047 -0.112 0.244 0.59
H 2.747423 0.313139 -2.285879 -0.096 -0.014 -0.100 0.44
H 2.624084 -3.528685 1.502481 -0.048 -0.162 0.124 0.39
H 1.133427 -0.035850 -1.630748 -0.003 0.014 -0.083 0.16
H -4.616508 -3.564470 0.494661 -0.036 0.062 0.074 0.31
H 0.301854 -2.775995 0.939616 -0.105 -0.052 0.036 0.40
H 1.772066 1.337151 1.450598 -0.059 0.063 0.296 0.33
H 5.131189 -2.924419 1.043881 0.146 -0.154 0.115 0.46
H 0.147934 -1.036696 0.651685 -0.088 -0.042 -0.002 -0.01
H 0.147437 -2.159607 -0.707561 -0.128 -0.016 -0.039 0.30
H 1.837592 2.335564 -1.238393 0.271 -0.035 -0.049 0.37
H 3.236035 1.752575 -0.313002 -0.137 0.068 0.032 0.46
```
Forces are in eV/Å.

Summary:
**HOMO level**: -0.318 Ha
**Relative energy (zero: lowest compared OMol25 entry of this formula, charge and spin)**: 0.087 eV
**Net charge**: 0
**E_LUMO**: 0.563 eV
**SMILES string**: COC(=O)c1cc(S(=O)(=O)NCCc2sccc2C)c[nH]1

=====

Entry 4:
C13H16N4O3 | wB97M-V/def2-TZVPD

The geometry in XYZ format:
```
36
Properties=species:S:1:pos:R:3:forces:R:3:mulliken_charge:R:1
O 1.316943 -0.484305 2.769622 -0.030 0.008 -0.106 -0.63
O 2.531520 2.761767 1.672253 0.036 -0.269 0.104 -0.31
O 2.404062 -0.004526 0.855017 -0.079 0.010 -0.320 -0.26
N -3.875007 -2.805111 -1.346538 -0.417 -0.208 0.673 -1.19
N -3.842967 -2.743562 -3.577709 -0.093 -0.034 -0.473 -0.68
N -0.648116 -1.302805 -1.481254 -0.588 -0.260 -0.399 -0.49
N -2.718907 -2.259768 -1.773599 -0.445 -0.181 -1.096 0.78
C 0.322074 -0.873499 -0.699544 0.229 0.083 0.470 -0.45
C 3.436979 5.052444 1.596877 -0.213 -0.389 -0.075 -1.12
C 1.362153 -0.453483 1.566082 -0.116 -0.109 0.242 0.66
C 0.266108 -0.939528 0.691060 -0.219 -0.074 -0.095 0.16
C -2.730866 -2.237037 -3.132559 0.027 0.009 0.245 0.10
C 3.628324 2.049746 1.154525 -0.033 -0.356 0.035 -0.48
C 2.364388 4.060982 1.150815 -0.019 0.308 -0.026 -0.32
C -1.729831 -1.820587 -0.910222 0.715 0.313 0.840 0.62
C -5.869403 -3.706536 -2.477302 -0.008 -0.005 0.059 -0.96
C -1.901074 -1.934461 0.470888 -0.018 -0.005 -0.186 -0.20
C -4.527991 -3.084993 -2.447716 0.456 0.211 0.091 0.39
C -0.879519 -1.483299 1.278254 0.257 0.124 -0.268 -0.70
C 3.483732 0.587873 1.566662 0.295 0.578 0.319 -0.70
H 3.527703 5.035842 2.680015 0.023 0.039 0.111 0.29
H -5.826068 -4.646603 -3.023802 -0.049 -0.056 -0.004 0.25
H 1.183325 -0.458935 -1.203138 0.092 0.042 0.058 0.50
H -2.809446 -2.363973 0.859640 -0.034 -0.018 0.050 0.45
H 4.579077 2.433293 1.552040 -0.051 -0.066 -0.072 0.35
H 3.156642 6.053629 1.281888 0.014 0.132 -0.040 0.39
H 3.280376 0.523546 2.639970 0.146 -0.010 -0.189 0.39
H 4.402713 4.810762 1.159276 0.115 0.042 -0.023 0.31
H 2.327163 4.021067 0.050803 -0.062 -0.013 0.105 0.33
H -6.566333 -3.050179 -2.994716 -0.074 -0.002 -0.003 0.25
H 1.387699 4.379500 1.523173 0.069 0.024 -0.134 0.29
H -6.212074 -3.884033 -1.462609 -0.083 -0.039 0.019 0.30
H 4.391177 0.032451 1.315002 -0.101 0.053 0.036 0.37
H 3.647101 2.122696 0.056354 0.052 0.021 0.070 0.35
H -0.940033 -1.538596 2.354811 -0.016 -0.008 0.066 0.48
H -1.921622 -1.849779 -3.714317 0.222 0.105 -0.083 0.47
```
Forces are in eV/Å.

Summary:
**HOMO level**: -0.336 Ha
**Relative energy (zero: lowest compared OMol25 entry of this formula, charge and spin)**: 0.721 eV
**Net charge**: 0
**E_LUMO**: 0.031 eV
**SMILES string**: CCOCCOC(=O)c1ccc(-n2cnc(C)n2)nc1

=====

Which value of net charge does entry 4 give?
0

=====

Look up the net charge of the first one.
0

=====

What did the third record say?
C13H16N2O4S2 | wB97M-V/def2-TZVPD

The geometry in XYZ format:
```
37
Properties=species:S:1:pos:R:3:forces:R:3:mulliken_charge:R:1
S 4.451278 -1.089154 -0.399200 -0.473 -0.275 0.158 -0.19
S 0.015887 2.488377 0.610802 0.064 -0.582 -0.164 1.27
O 0.202628 3.604944 -0.270954 -0.030 -0.262 -0.122 -0.69
O -0.285492 2.709120 1.991891 -0.009 -0.299 0.028 -0.71
O -3.951938 -1.650749 0.928165 0.315 0.334 0.033 -0.29
O -4.345626 -1.635130 -1.289598 0.056 0.052 0.088 -0.64
N -2.472015 0.421927 -1.601409 -0.150 -0.196 -0.100 0.07
N 1.342946 1.490006 0.556008 -0.541 0.627 0.328 -0.23
C 2.956326 -2.722210 0.873000 0.212 -0.014 0.028 -0.84
C -4.911010 -2.688874 1.076918 -0.299 -0.294 -0.144 -0.67
C 2.730311 -0.916496 -0.550444 0.350 -0.119 0.008 0.35
C -2.773324 -0.135724 -0.389016 0.249 0.153 0.503 -0.02
C -1.219752 1.440090 -0.101184 0.298 0.556 0.027 0.52
C 4.261613 -2.434002 0.654591 0.193 0.260 -0.164 -0.42
C 2.166987 0.194634 -1.368602 0.174 0.277 0.192 -0.54
C 2.204684 1.527934 -0.600316 -0.031 -0.164 -0.738 -0.82
C 0.578234 -1.962639 0.274213 0.039 0.084 -0.030 -0.84
C -1.537110 1.374564 -1.441132 0.241 0.336 -0.009 -0.86
C -3.765539 -1.205070 -0.317424 -0.150 -0.132 -0.129 0.28
C 2.067121 -1.852539 0.188374 0.037 0.185 -0.169 0.38
C -1.997495 0.487020 0.570243 -0.391 -0.276 -0.126 -0.55
H -1.152814 1.961646 -2.250387 0.019 0.096 -0.213 0.52
H -2.924361 0.139072 -2.458407 0.065 0.050 0.064 0.21
H -4.938629 -2.925301 2.137075 0.017 0.026 -0.053 0.23
H -5.891111 -2.352665 0.732671 0.076 -0.043 0.051 0.30
H -1.998187 0.298021 1.623345 -0.047 -0.112 0.244 0.59
H 2.747423 0.313139 -2.285879 -0.096 -0.014 -0.100 0.44
H 2.624084 -3.528685 1.502481 -0.048 -0.162 0.124 0.39
H 1.133427 -0.035850 -1.630748 -0.003 0.014 -0.083 0.16
H -4.616508 -3.564470 0.494661 -0.036 0.062 0.074 0.31
H 0.301854 -2.775995 0.939616 -0.105 -0.052 0.036 0.40
H 1.772066 1.337151 1.450598 -0.059 0.063 0.296 0.33
H 5.131189 -2.924419 1.043881 0.146 -0.154 0.115 0.46
H 0.147934 -1.036696 0.651685 -0.088 -0.042 -0.002 -0.01
H 0.147437 -2.159607 -0.707561 -0.128 -0.016 -0.039 0.30
H 1.837592 2.335564 -1.238393 0.271 -0.035 -0.049 0.37
H 3.236035 1.752575 -0.313002 -0.137 0.068 0.032 0.46
```
Forces are in eV/Å.

Summary:
**HOMO level**: -0.318 Ha
**Relative energy (zero: lowest compared OMol25 entry of this formula, charge and spin)**: 0.087 eV
**Net charge**: 0
**E_LUMO**: 0.563 eV
**SMILES string**: COC(=O)c1cc(S(=O)(=O)NCCc2sccc2C)c[nH]1